{"formula": "C38H54BaCl6F8N2O26S4", "method": "the ωB97M-V functional and the def2-TZVPD basis", "orbital_gap_ev": 6.4, "total_energy_ha": -8724.2182, "homo_ev": -9.20, "e_above_lowest_ev": 0.0000, "species": ["Ba", "C", "F", "F", "F", "S", "O", "O", "N", "S", "O", "O", "C", "F", "F", "F", "N", "S", "O", "O", "F", "S", "O", "O", "F", "Cl", "C", "C", "Cl", "H", "H", "H", "H", "Cl", "C", "C", "Cl", "H", "H", "H", "H", "Cl", "C", "C", "Cl", "H", "H", "H", "H", "C", "O", "C", "C", "O", "C", "H", "H", "H", "H", "H", "H", "H", "H", "H", "H", "C", "O", "C", "C", "O", "C", "H", "H", "H", "H", "H", "H", "H", "H", "H", "H", "C", "O", "C", "C", "O", "C", "H", "H", "H", "H", "H", "H", "H", "H", "H", "H", "C", "C", "C", "O", "C", "C", "C", "O", "O", "O", "H", "H", "H", "H", "C", "C", "C", "O", "C", "C", "C", "O", "O", "O", "H", "H", "H", "H", "C", "C", "C", "O", "C", "C", "C", "O", "O", "O", "H", "H", "H", "H"], "xyz": [[0.595092, 2.653031, 1.637952], [4.994072, 3.747421, 2.634292], [4.787982, 4.172151, 1.380492], [6.152172, 3.061731, 2.569242], [5.056482, 4.821221, 3.403622], [3.689362, 2.390811, 3.265312], [3.341422, 1.652641, 2.059572], [4.283972, 1.531711, 4.336402], [2.317382, 3.322691, 3.685212], [2.359802, 3.496291, 5.215302], [1.509852, 2.506051, 5.891352], [3.702612, 3.667911, 5.797752], [1.483002, 5.191081, 5.491182], [2.217222, 6.136051, 4.953752], [0.325112, 5.126931, 4.857402], [1.353352, 5.338091, 6.842652], [0.435402, 0.446761, 0.087872], [1.572822, -0.565049, -0.172508], [1.350352, -1.555059, -1.219538], [2.350002, -0.814939, 1.060192], [2.563892, 0.531041, -0.927448], [-0.642988, -0.929229, 0.353082], [-0.439298, -1.945159, 1.395632], [-1.359428, -1.400289, -0.804898], [-1.659848, -0.019829, 1.197132], [-1.498978, -3.290129, 4.454542], [-0.043578, -4.111129, 3.908642], [-0.271478, -4.959279, 2.727552], [-1.454958, -6.221529, 3.247492], [0.314012, -4.619219, 4.804232], [0.703432, -3.337479, 3.731062], [0.604912, -5.342309, 2.204752], [-0.767398, -4.314269, 2.002202], [3.718842, -3.592599, 3.015122], [4.240172, -2.068619, 3.586122], [3.939422, -1.882029, 5.092812], [5.173312, -2.685639, 6.054772], [3.762202, -1.372979, 2.896392], [5.317022, -2.042509, 3.419332], [2.987212, -2.255209, 5.469802], [3.866812, -0.813849, 5.297302], [-3.510738, -4.666539, 0.754642], [-4.763728, -3.592969, 1.512142], [-4.160198, -2.248759, 1.677972], [-5.167168, -1.180309, 2.556392], [-5.072108, -4.111549, 2.419922], [-5.674428, -3.548359, 0.914872], [-3.828358, -1.736989, 0.774602], [-3.237808, -2.325359, 2.253672], [-2.499878, 4.218921, 3.140582], [-1.552508, 3.135131, 3.292292], [-2.241768, 1.895941, 3.548542], [-1.504168, 0.698971, 3.985902], [-0.133928, 0.706711, 3.431442], [0.673362, -0.273049, 4.065422], [-3.181538, 4.402401, 3.971112], [-3.178608, 4.275451, 2.289562], [-1.941468, 5.155001, 3.134602], [-2.738668, 1.689571, 2.600592], [-3.010258, 2.008681, 4.313282], [-2.038408, -0.227869, 3.776972], [-1.344508, 0.756481, 5.062612], [1.753382, -0.179759, 3.951642], [0.419712, -1.292509, 3.774792], [0.477082, -0.172839, 5.132912], [2.926852, 3.966221, -1.068098], [2.149772, 4.255681, 0.071582], [1.866512, 5.671421, 0.158802], [0.893702, 5.924441, 1.354912], [-0.264278, 5.090341, 1.200172], [-1.332908, 5.722961, 0.475702], [3.164562, 2.902481, -1.061908], [3.889462, 4.476381, -1.102998], [2.266722, 4.094711, -1.925898], [1.492812, 6.018471, -0.804528], [2.781552, 6.214271, 0.395682], [0.512402, 6.905751, 1.637272], [1.385592, 5.590801, 2.268602], [-2.051958, 4.984151, 0.121832], [-0.884308, 6.164591, -0.414138], [-1.882518, 6.455311, 1.067052], [4.095392, 0.795461, -8.282318], [4.773342, 1.674001, -7.387638], [5.865132, 1.108551, -6.685928], [5.488422, 0.568271, -5.271538], [4.816572, 1.456571, -4.475048], [4.741312, 1.088021, -3.076918], [4.648852, 0.770481, -9.221018], [3.083202, 1.198421, -8.317008], [3.974162, -0.215309, -7.892788], [6.506562, 1.985571, -6.599238], [6.343842, 0.268051, -7.188418], [6.417722, 0.345211, -4.747378], [4.870452, -0.327039, -5.203508], [5.650152, 0.699711, -2.617208], [4.090782, 0.218731, -2.980808], [4.367092, 1.908991, -2.465318], [-0.535278, -6.155849, -0.652438], [-1.123298, -7.072469, -1.521158], [-1.072248, -7.003789, -2.994318], [-1.458878, -7.836169, -3.841178], [-0.279338, -5.824399, -3.491588], [0.267522, -4.872189, -2.643938], [0.162472, -4.942339, -1.176918], [0.578352, -4.119349, -0.428328], [0.855382, -3.733959, -3.100268], [-1.750188, -8.258789, -1.073248], [-0.774798, -6.221919, 0.398592], [-0.315718, -5.468319, -4.510548], [0.617892, -3.061469, -2.457658], [-2.072808, -8.689429, -1.868268], [-4.733058, -4.660709, -3.040498], [-5.876398, -4.349009, -3.637908], [-6.512508, -2.932189, -3.733598], [-7.546348, -2.859269, -4.348408], [-5.597628, -1.916349, -3.207738], [-4.429418, -2.182839, -2.553708], [-3.844658, -3.559839, -2.473228], [-2.729808, -3.726369, -1.943928], [-3.751618, -1.172399, -1.949928], [-6.538738, -5.260269, -4.447208], [-4.470808, -5.691639, -2.853928], [-5.868878, -0.871149, -3.188308], [-2.918528, -1.590689, -1.720588], [-6.928978, -4.721419, -5.139288], [-2.365438, 1.689031, -3.585538], [-1.717278, 1.896201, -2.415368], [-2.506468, 2.215051, -1.142188], [-1.981678, 2.390921, -0.034228], [-3.912688, 2.351691, -1.426078], [-4.458918, 2.082841, -2.657118], [-3.736348, 1.798421, -3.896618], [-4.292808, 1.612801, -4.988978], [-5.764738, 2.191251, -2.816668], [-0.346168, 1.941291, -2.336218], [-1.724478, 1.592031, -4.449348], [-4.578118, 2.574901, -0.605228], [-6.004778, 1.923651, -3.706818], [-0.082798, 1.471171, -1.541718]], "forces_ev_per_angstrom": [[-0.2225, -0.4991, 0.4137], [0.5189, -1.0455, -0.1433], [-0.8330, -0.2437, 0.3116], [-0.5014, 0.6001, 0.7131], [0.0992, -0.6804, 0.0478], [0.8052, -1.5665, 1.2095], [-0.3429, 1.1580, 0.1723], [-1.4272, 2.6941, -2.8620], [2.5808, -1.3227, -2.7025], [0.1419, -0.2622, 6.3819], [0.6490, 1.5030, -1.0785], [-2.0468, 0.4347, -1.2355], [1.3213, -2.7348, 0.7882], [0.0934, 0.8639, 0.1912], [-0.8552, 0.5330, 0.2730], [-0.2041, 0.3349, -1.9604], [-3.3979, -3.1572, -0.0380], [8.6495, -0.2272, -0.3142], [0.2098, 1.4691, 2.0091], [-2.0174, -0.3437, -2.9682], [-0.8622, -0.7400, 0.4122], [-4.6228, -1.0953, 3.2407], [1.3022, 2.0207, -2.2349], [1.0937, 1.3796, 0.5922], [-0.1881, 0.2485, -0.9860], [-0.7945, 0.5342, 0.0973], [1.7102, 0.6013, 1.3483], [-1.1696, 0.2512, -0.5821], [0.4834, -0.3143, -0.5936], [-0.0070, -0.4214, -0.2689], [-0.0358, -0.0190, -0.4175], [0.0603, -0.3268, 0.6169], [-0.2085, -0.2923, -0.1936], [-0.6830, -2.1930, -0.6141], [0.1951, 1.0199, 0.7778], [-0.4985, 0.7778, -0.8653], [0.3538, -0.0104, 0.3564], [0.0049, 0.4883, 0.5809], [-0.0663, 0.3149, 0.1939], [-0.0673, -0.4064, -0.6337], [0.6927, 0.0775, 0.1912], [-0.6611, 0.2672, 0.1433], [-0.3471, -1.1007, -0.5045], [2.2498, -0.0604, 0.0578], [-1.3693, 1.2318, 0.9133], [0.3782, 0.4490, 0.2669], [0.2414, -0.1264, -0.4486], [-0.4873, -0.4020, -0.3783], [0.0313, -0.2735, 0.1089], [0.3448, 1.1778, 0.6871], [-0.8622, 0.3240, 0.5151], [-1.8248, 0.4859, -1.5205], [3.1666, 0.1084, 0.8515], [-0.8583, -0.0453, -0.4991], [-0.1414, -0.6465, 1.1839], [0.1731, -0.8978, 0.6281], [0.4309, -1.0110, -0.6167], [0.4121, -0.2736, -0.2097], [-0.3436, -0.2150, -0.0423], [-0.1897, 0.4557, -0.0279], [-0.0148, 0.0597, -0.3350], [-0.0345, -0.1183, 0.1904], [-0.1457, 0.7391, -0.6032], [-0.2740, 0.1539, -0.2850], [0.1917, -0.1643, 0.2305], [-0.1648, -1.1329, -0.5383], [-0.3728, 1.2560, 0.9712], [-0.2727, 0.3169, 0.9581], [-0.1046, -1.1719, -0.3082], [-0.7916, 0.2202, -0.0377], [0.4871, -0.2630, -0.5519], [-0.1028, -0.0236, 0.3490], [-0.2633, 0.4645, -0.0632], [0.4761, 0.4423, -0.4471], [-0.2023, 0.0385, -0.0165], [0.2324, 0.0108, -0.1692], [0.6091, 0.5038, -0.8333], [0.1914, -0.2794, 0.0380], [0.2433, -0.2657, 0.2814], [-0.2398, 0.3734, -0.0401], [0.2975, 0.1492, 0.1535], [-0.0429, 0.4426, 0.8806], [-0.1453, -0.8184, -0.1221], [-1.1510, 0.4019, 1.2367], [0.6324, -0.6030, 0.0431], [-0.5796, 2.3910, 1.9813], [-0.3000, -0.7861, -1.0209], [-0.3982, -0.0496, -0.2785], [0.0885, 0.0242, -0.7297], [0.2883, -0.1803, 0.1646], [0.5681, -0.4336, 0.3659], [0.1501, 0.1336, -0.3962], [0.5936, -0.4071, -0.2872], [0.1716, -0.7144, -1.0252], [0.7299, 0.4643, -0.3996], [-0.5521, 0.0855, 0.0057], [0.0098, 0.0119, -0.4913], [-1.7738, -1.4800, -2.2567], [-0.3221, -1.4588, 2.5218], [2.2012, 0.7995, -3.3485], [-0.1352, 1.1864, 2.8557], [0.2381, 2.1036, 1.8593], [-0.7465, -0.6141, -2.0439], [-1.4976, -3.0212, 0.3283], [0.7570, 1.5543, 0.7666], [-0.6776, -1.1835, -0.4514], [1.0533, 2.4908, 0.0337], [0.3554, -0.1742, 0.1201], [0.0095, -0.7446, -0.3604], [0.4956, 0.6111, 0.5078], [-0.1469, -0.2980, -0.4621], [1.2345, 1.0081, 1.6647], [-1.2692, -0.3235, -2.1606], [2.5042, -1.5194, -0.2538], [-0.2039, 0.9441, 0.2454], [0.0740, 0.6782, 0.9889], [-1.1309, 0.9378, -0.5256], [0.6019, -1.6691, 0.8776], [-2.3539, 0.4672, -1.5969], [-1.0800, -1.2247, -1.1320], [1.1131, 0.5113, 1.6078], [0.4499, -0.0392, -0.4584], [-0.3882, 0.0885, -0.1990], [1.0753, 0.0610, 0.6281], [-0.7545, 0.1171, -0.1030], [3.4835, 0.3220, -1.1479], [0.4177, 0.0619, 0.3070], [0.1775, 0.0953, -0.2345], [-0.1817, -0.0548, -1.2816], [-0.5879, -0.4653, -0.4961], [-1.5787, 1.1782, 1.6637], [-0.3934, -0.9555, -0.6407], [0.7667, 0.5209, 2.0646], [-0.5284, 0.0028, 0.9099], [-1.7945, 0.0615, -0.9524], [0.2569, -0.3447, -0.1204], [-0.0862, -0.0077, 0.0279], [0.0171, -0.0529, -0.7234], [0.2835, -0.2924, 0.7653]]}